A single C2H6N4S molecule. Source: the Open Molecules 2025 dataset; level of theory: the ωB97M-V functional and the def2-TZVPD basis.

Cartesian coordinates (Å):
1 N -2.30804 -0.40726 0.52308
2 H 0.91308 0.16806 -1.69314
3 H 2.87490 0.74810 -0.62261
4 H 1.58515 -0.79793 1.37994
5 H -3.03042 0.23303 0.74408
6 N 1.26316 -0.55604 -0.98817
7 N -0.83430 1.14254 -0.63463
8 S -0.13918 -1.40489 -0.42750
9 C -1.20700 0.01273 -0.18835
10 H -2.14947 -1.10802 1.26653
11 H -1.40869 1.92945 -0.36592
12 N 2.24509 -0.06560 1.13325
13 C 2.19572 0.10583 -0.12657

Computed properties:
E_tot = -696.99230 Eh
structure (SMILES) = [H]/N=C\NS/C(N)=N/[H]
energy relative to the best compared isomer or geometry (same formula, charge and spin) = 88.6 kJ/mol
charge = 0
gap between HOMO and LUMO = 9.838 eV